# C46H36BrFN6PSTl

A structure of composition C46H36BrFN6PSTl at a distorted geometry (wB97M-V/def2-TZVPD, the Open Molecules 2025 dataset).

Output
- E_tot: -5688.8983 hartree
- Charge: -2
- Energy above the lowest of the compared OMol25 structures with the same formula, charge and spin: 1.0744 eV
- HOMO energy (spin up / spin down): 0.82 / 0.66 eV

Atoms and positions in Å:
Tl  0.60  0.45  0.90
N  3.71  -0.94  -2.63
C  2.85  -0.38  -1.68
S  2.80  -1.22  -0.17
N  2.20  0.66  -2.06
N  1.45  1.39  -1.21
C  0.62  2.28  -1.77
C  0.47  2.43  -3.21
C  0.57  3.71  -3.78
C  0.42  3.91  -5.14
C  0.16  2.84  -5.98
C  0.09  1.56  -5.44
C  0.27  1.35  -4.09
C  -0.15  3.08  -0.88
C  -1.21  3.92  -1.33
C  -1.92  4.66  -0.43
C  -1.62  4.55  0.94
C  -0.64  3.65  1.30
N  0.08  2.94  0.46
H  3.84  -1.93  -2.50
H  3.47  -0.66  -3.58
H  0.78  4.55  -3.13
H  0.51  4.90  -5.55
H  0.02  2.99  -7.04
H  -0.12  0.73  -6.10
H  0.21  0.35  -3.69
H  -1.46  3.94  -2.38
H  -2.72  5.31  -0.76
H  -2.15  5.13  1.68
H  -0.41  3.50  2.35
Br  -1.06  0.96  3.80
C  0.45  1.78  4.69
C  0.20  2.29  5.94
C  1.22  2.90  6.67
C  2.47  3.00  6.11
C  2.74  2.49  4.82
C  4.02  2.62  4.26
C  4.30  2.08  3.03
C  3.31  1.38  2.33
C  2.02  1.26  2.81
C  1.71  1.83  4.06
H  -0.79  2.22  6.37
H  1.02  3.28  7.66
H  3.28  3.48  6.65
H  4.79  3.14  4.82
H  5.29  2.16  2.62
H  3.57  0.91  1.40
N  0.46  -3.57  0.59
P  -0.13  -2.39  -0.54
C  0.07  -3.48  -2.00
C  0.78  -3.00  -3.09
C  0.98  -3.79  -4.21
C  0.48  -5.08  -4.25
C  -0.24  -5.57  -3.17
C  -0.45  -4.78  -2.05
C  -1.93  -2.63  -0.26
C  -2.42  -2.61  1.04
C  -3.78  -2.56  1.28
C  -4.66  -2.51  0.21
C  -4.19  -2.49  -1.09
C  -2.83  -2.54  -1.32
C  1.03  -3.26  1.79
C  1.87  -4.20  2.42
C  2.37  -3.92  3.67
C  2.04  -2.71  4.26
C  1.21  -1.85  3.57
N  0.70  -2.11  2.37
H  0.89  -4.37  0.13
H  1.18  -2.00  -3.04
H  1.54  -3.40  -5.06
H  0.63  -5.70  -5.13
H  -0.64  -6.58  -3.19
H  -1.02  -5.15  -1.21
H  -1.71  -2.61  1.86
H  -4.14  -2.54  2.29
H  -5.73  -2.45  0.40
H  -4.87  -2.43  -1.92
H  -2.45  -2.51  -2.34
H  2.12  -5.12  1.91
H  3.02  -4.64  4.17
H  2.42  -2.45  5.24
H  0.92  -0.91  4.01
F  -5.20  1.81  -1.92
C  -4.07  1.34  -1.28
C  -3.02  0.88  -2.04
C  -1.89  0.40  -1.39
C  -1.78  0.39  0.00
C  -2.87  0.87  0.71
C  -4.03  1.33  0.09
H  -3.08  0.91  -3.12
H  -1.08  0.01  -1.99
H  -2.85  0.90  1.79
H  -4.87  1.67  0.67